{"formula": "C27H38B2F9HgN2O21PS", "method": "ωB97M-V/def2-TZVPD", "total_charge": -2, "gap_ev": 7.95, "largest_force_ev_per_a": 6.00, "relative_energy_kcal_mol": 160.8, "energy_ha": -4583.1695, "e_lumo_ev": 3.064, "homo_energy_ev": -4.885, "symbols": ["Hg", "O", "C", "O", "B", "O", "C", "O", "O", "C", "O", "C", "O", "O", "O", "C", "O", "B", "O", "C", "O", "O", "C", "O", "C", "O", "O", "P", "F", "F", "F", "F", "F", "F", "C", "F", "F", "F", "S", "O", "O", "O", "C", "C", "C", "C", "C", "C", "N", "O", "C", "C", "C", "H", "H", "H", "H", "H", "H", "H", "H", "H", "H", "H", "H", "H", "H", "H", "H", "H", "H", "H", "C", "C", "C", "C", "C", "C", "N", "O", "C", "C", "C", "H", "H", "H", "H", "H", "H", "H", "H", "H", "H", "H", "H", "H", "H", "H", "H", "H", "H", "H"], "coordinates": [[-0.25323, -0.60865, 0.17136], [-6.57044, 4.31377, 3.56366], [-6.08475, 3.60223, 2.63335], [-5.23018, 2.54611, 2.70895], [-5.07757, 1.85774, 1.37175], [-5.69242, 2.82053, 0.45160], [-6.32795, 3.82390, 1.08567], [-7.17870, 4.62236, 0.67022], [-5.83831, 0.59888, 1.37773], [-4.94812, -0.36221, 0.82689], [-5.17226, -1.52352, 0.51107], [-3.52674, 0.29063, 0.66738], [-3.66515, 1.47916, 0.92083], [-2.58192, -0.25623, 0.19142], [-2.56551, 4.00618, 6.87809], [-2.37741, 3.85388, 5.68275], [-1.33719, 3.34171, 5.03206], [-1.56286, 3.47819, 3.62550], [-2.90134, 3.96968, 3.50235], [-3.33863, 4.36726, 4.68910], [-4.34893, 5.00141, 4.96980], [-0.61347, 4.42432, 3.00755], [0.03687, 3.77996, 2.04950], [0.87602, 4.21226, 1.28987], [-0.51173, 2.38115, 1.89918], [-1.43344, 2.21357, 2.85214], [-0.12406, 1.56018, 1.01896], [-1.57866, -1.81918, 3.46373], [-2.83402, -2.32439, 2.51215], [-2.35811, -0.49817, 4.08983], [-2.15696, -2.84897, 4.59903], [-0.23635, -1.64152, 4.48602], [-0.74892, -3.08169, 2.82833], [-0.89429, -1.00050, 2.17165], [-1.70709, -5.01865, -1.63028], [-1.34497, -4.92788, -2.86817], [-2.70081, -5.93159, -1.53623], [-0.64424, -5.36310, -0.91269], [-2.38716, -3.25550, -1.13131], [-3.19576, -3.49046, 0.09679], [-1.23702, -2.37730, -0.85009], [-3.22980, -2.89355, -2.28568], [0.07116, -0.89929, -4.70728], [0.96838, -0.43383, -3.54729], [2.31475, 0.08844, -4.18620], [2.20727, 1.47848, -4.84774], [1.50074, 2.42778, -3.78672], [0.08495, 2.01772, -3.21196], [0.24865, 0.64362, -2.72124], [-0.99108, 0.17927, -2.17568], [-0.21293, 2.99947, -2.03390], [-0.98944, 2.33395, -4.23621], [1.28977, -1.67819, -2.73667], [0.60021, -1.65239, -5.29128], [-0.35656, 0.01209, -5.12506], [-0.86412, -1.35406, -4.38086], [2.94473, 0.24571, -3.31070], [2.78593, -0.75569, -4.68973], [1.45752, 1.44145, -5.63806], [3.10080, 1.88690, -5.31986], [1.23004, 3.30606, -4.37278], [2.22902, 2.77906, -3.05576], [0.24636, 2.86583, -1.05447], [-0.09099, 4.02452, -2.38389], [-1.26634, 3.13136, -1.78686], [-1.97762, 1.89596, -4.09560], [-1.08464, 3.41913, -4.27404], [-0.49551, 2.18276, -5.19604], [1.78442, -1.41842, -1.80075], [1.96453, -2.35430, -3.26173], [0.37905, -2.25528, -2.57655], [-1.66777, 0.09976, -2.85198], [1.34221, -3.55632, 0.56192], [2.55204, -2.73574, 1.07915], [3.70168, -3.15892, 0.13743], [4.95644, -2.44449, 0.13630], [4.52566, -0.88584, -0.06748], [3.55008, -0.36646, 0.99877], [2.33155, -1.26791, 0.90647], [1.36165, -0.88532, 1.78580], [4.19179, -0.32243, 2.35152], [3.16609, 1.06251, 0.63659], [2.84669, -3.14826, 2.48262], [1.24670, -3.76507, -0.50363], [0.35340, -3.10436, 0.63996], [1.49447, -4.55425, 0.97307], [3.97051, -4.17015, 0.44280], [3.33800, -3.35009, -0.87217], [5.59316, -2.80282, -0.67258], [5.61263, -2.59096, 0.99424], [4.00109, -0.68180, -1.00091], [5.37267, -0.20175, -0.01571], [4.68173, -1.28090, 2.52293], [4.91800, 0.48558, 2.44010], [3.47028, -0.28931, 3.16787], [2.75233, 1.24121, -0.35587], [2.38933, 1.69124, 1.07184], [4.06926, 1.65426, 0.78559], [3.03832, -2.34354, 3.19241], [3.63859, -3.88956, 2.58965], [1.90840, -3.46770, 2.93613], [1.81711, -0.85084, 2.63018]], "forces_ev_per_angstrom": [[-1.094, 0.389, -1.870], [1.910, -3.503, -3.987], [-0.209, 1.852, 2.217], [-0.781, 0.663, 0.047], [-1.030, 0.510, 1.079], [-0.435, 1.562, -0.645], [-2.473, 0.212, 0.641], [2.767, -1.981, 0.185], [2.759, -1.782, -1.505], [-1.220, -2.525, 0.252], [-0.203, 3.458, 0.938], [-2.879, -2.944, -0.686], [-0.559, 5.704, 1.773], [1.466, -0.982, -0.580], [1.150, -0.801, -1.504], [0.078, 0.572, 2.793], [0.542, -0.440, 1.372], [-0.671, -0.013, -0.224], [-0.976, 0.970, -0.643], [-3.106, 1.198, -0.213], [2.364, -1.105, -0.949], [1.141, -0.757, -0.876], [0.508, 1.415, -1.034], [-0.291, -0.029, 0.765], [-1.047, -2.772, 0.076], [1.935, -0.410, -1.938], [-0.910, 2.408, 2.283], [-1.079, -3.602, 1.078], [0.929, 2.047, 0.894], [1.500, -1.763, -1.379], [-0.050, 1.092, 0.056], [-1.089, 1.345, -1.406], [0.424, -0.238, 0.042], [-1.731, 0.787, 3.011], [-1.568, 2.136, 1.467], [0.745, -0.364, -2.187], [0.953, 0.380, 0.216], [-0.028, -0.596, 0.397], [-4.946, -0.576, 2.861], [2.333, -0.310, -2.718], [1.017, -0.730, -1.051], [2.081, -0.308, 0.618], [-0.904, 0.636, 0.933], [-0.670, 0.190, -1.425], [-0.332, 0.894, 1.748], [-2.333, -0.641, 0.922], [0.174, 0.366, -1.468], [1.617, 0.525, 1.479], [0.472, -0.783, 0.157], [1.285, 0.122, 0.309], [-0.647, 0.362, 0.195], [0.958, 0.360, -1.068], [-0.230, 0.172, 0.463], [-0.157, 0.535, -0.612], [0.684, -0.196, -1.319], [0.164, -0.567, 0.575], [0.395, 0.022, 0.231], [-0.235, 0.244, -0.592], [0.116, -0.295, -0.455], [0.172, -0.010, 0.539], [0.263, 0.440, 0.081], [-0.300, -0.333, 0.462], [0.595, -0.261, -0.378], [0.950, 0.093, -0.146], [-0.478, -1.012, -0.130], [0.227, -0.177, -0.149], [-0.372, 0.066, 0.432], [-0.845, -0.751, -0.536], [-0.094, -0.056, 0.273], [0.144, 0.194, -0.307], [0.039, 0.145, 0.434], [-0.303, -0.245, -0.398], [-0.041, 0.103, -0.610], [0.454, 0.121, -2.477], [-1.062, -2.616, 0.316], [0.812, 3.815, -0.742], [0.856, -0.729, 0.656], [-1.434, -0.334, -0.604], [1.688, -0.621, -1.839], [0.599, 0.639, 1.031], [0.365, -1.244, 0.872], [-0.232, 1.288, -0.769], [-0.899, 0.330, 2.044], [1.104, 0.395, -0.481], [0.036, -0.410, 1.469], [-0.840, 0.073, 0.443], [-0.386, -0.477, 0.178], [-0.148, 0.685, -0.133], [-0.114, 0.291, -0.386], [-0.414, 0.251, 0.499], [0.264, -0.550, -0.352], [0.274, -0.100, -0.188], [0.434, 0.194, 0.081], [-0.180, -0.002, 0.027], [-0.009, 0.641, 0.111], [0.714, -0.713, -0.844], [-0.193, -0.881, 1.549], [0.099, 0.148, -0.439], [0.595, 0.168, -0.291], [-0.180, -0.041, -0.070], [0.012, -0.771, -0.054], [-0.758, 0.140, 1.088]]}